{"formula": "C40H110N10O10", "method": "ωB97M-V with the def2-TZVPD basis set", "lumo_ev": 0.3, "e_above_lowest_kcal_mol": 145.4, "elements": ["C", "C", "C", "O", "C", "N", "H", "H", "H", "H", "H", "H", "H", "H", "H", "H", "H", "C", "C", "C", "O", "C", "N", "H", "H", "H", "H", "H", "H", "H", "H", "H", "H", "H", "C", "C", "C", "O", "C", "N", "H", "H", "H", "H", "H", "H", "H", "H", "H", "H", "H", "C", "C", "C", "O", "C", "N", "H", "H", "H", "H", "H", "H", "H", "H", "H", "H", "H", "C", "C", "C", "O", "C", "N", "H", "H", "H", "H", "H", "H", "H", "H", "H", "H", "H", "C", "C", "C", "O", "C", "N", "H", "H", "H", "H", "H", "H", "H", "H", "H", "H", "H", "C", "C", "C", "O", "C", "N", "H", "H", "H", "H", "H", "H", "H", "H", "H", "H", "H", "C", "C", "C", "O", "C", "N", "H", "H", "H", "H", "H", "H", "H", "H", "H", "H", "H", "C", "C", "C", "O", "C", "N", "H", "H", "H", "H", "H", "H", "H", "H", "H", "H", "H", "C", "C", "C", "O", "C", "N", "H", "H", "H", "H", "H", "H", "H", "H", "H", "H", "H"], "coordinates": [[2.23931, 4.33129, 2.40059], [2.49584, 5.21145, 3.60264], [3.60933, 6.24901, 3.42351], [4.83619, 5.64947, 3.34787], [5.91066, 6.61304, 3.46541], [1.15247, 5.82157, 3.88315], [1.49795, 4.75708, 1.72443], [1.75596, 3.37969, 2.62176], [3.17875, 4.09364, 1.90154], [2.71331, 4.55713, 4.44683], [3.55638, 6.93257, 4.27087], [3.42014, 6.76186, 2.48048], [6.73311, 6.34027, 2.80415], [6.27029, 6.66439, 4.49309], [5.70643, 7.58198, 3.00983], [1.19475, 6.23753, 4.80256], [0.98594, 6.65693, 3.34043], [2.32149, 10.82098, -9.00848], [3.48785, 10.72832, -8.00097], [3.37901, 9.30857, -7.22999], [2.04687, 8.77663, -7.09180], [1.95032, 7.89989, -5.96288], [4.75624, 10.95103, -8.67716], [2.56729, 10.06578, -9.75504], [2.30895, 11.74494, -9.58664], [1.32337, 10.64053, -8.60933], [3.41501, 11.52167, -7.25707], [3.84557, 9.48230, -6.26033], [3.98554, 8.56244, -7.74331], [1.41797, 8.43269, -5.17496], [2.90139, 7.66797, -5.48356], [1.50602, 6.92555, -6.16630], [4.76224, 11.78318, -9.24953], [5.26620, 11.26033, -7.86207], [-5.30487, 1.97580, 4.57283], [-4.64101, 3.27979, 4.25174], [-4.99794, 4.46293, 5.25676], [-6.40965, 4.58084, 5.33877], [-6.90284, 5.92023, 5.50061], [-3.27597, 2.95064, 4.28171], [-5.20498, 1.68355, 5.61815], [-4.81398, 1.18455, 4.00620], [-6.31837, 1.76853, 4.22933], [-4.94948, 3.59780, 3.25584], [-4.59599, 5.42025, 4.92499], [-4.56966, 4.38474, 6.25604], [-7.97832, 6.09715, 5.51246], [-6.56658, 6.59595, 4.71421], [-6.53104, 6.30087, 6.45191], [-2.72789, 3.74345, 3.97979], [-3.00173, 2.68443, 5.21661], [4.41935, -9.04004, 3.97314], [3.10900, -8.35229, 3.51114], [1.81196, -9.06592, 3.93222], [0.60216, -8.47620, 3.49193], [-0.52811, -8.94915, 4.16678], [3.18212, -7.08988, 4.25564], [4.43666, -8.99532, 5.06209], [5.28947, -8.43130, 3.72726], [4.53946, -10.07044, 3.63854], [3.24909, -8.30796, 2.43109], [1.80186, -9.24975, 5.00656], [1.93896, -10.04244, 3.46491], [-0.60562, -8.39603, 5.10282], [-0.50097, -10.01264, 4.40412], [-1.40329, -8.78455, 3.53821], [2.31399, -6.62578, 4.02965], [3.13013, -7.34701, 5.23098], [7.94511, -4.82221, -0.16432], [6.64816, -4.05249, -0.35136], [5.64400, -4.85046, -1.24189], [6.12461, -5.20165, -2.55851], [6.41855, -4.08272, -3.38703], [5.98107, -3.68937, 0.88078], [8.63115, -4.26499, 0.47361], [8.49866, -4.96267, -1.09273], [7.89839, -5.79102, 0.33300], [6.88940, -3.13426, -0.88687], [4.67516, -4.36840, -1.37264], [5.46213, -5.79451, -0.72829], [7.39634, -3.65107, -3.17327], [5.72089, -3.24588, -3.35413], [6.49214, -4.49231, -4.39447], [5.79985, -4.56489, 1.35058], [6.63085, -3.23491, 1.50636], [-7.69146, 1.01704, -3.52662], [-7.75540, 2.13980, -2.44110], [-8.11332, 1.57368, -1.04067], [-9.22895, 0.69434, -1.06434], [-9.27389, -0.26005, -0.02575], [-6.44975, 2.76510, -2.49267], [-8.59625, 0.41094, -3.57249], [-6.82008, 0.36866, -3.43500], [-7.62385, 1.40827, -4.54174], [-8.50215, 2.86683, -2.76032], [-8.39838, 2.41830, -0.41340], [-7.27199, 1.09480, -0.53970], [-8.49540, -0.93977, -0.37220], [-10.24874, -0.72352, -0.17725], [-9.13370, 0.17122, 0.96544], [-5.75715, 2.24874, -1.96942], [-6.07146, 2.79942, -3.42853], [-5.71383, -3.84968, -2.78237], [-4.93584, -4.80271, -3.66922], [-4.73321, -4.23278, -5.09968], [-5.97818, -4.01357, -5.72498], [-5.81455, -3.60087, -7.07443], [-3.67935, -5.13730, -3.15599], [-5.59286, -4.13174, -1.73647], [-6.74785, -3.71881, -3.10138], [-5.27744, -2.85087, -2.77558], [-5.42527, -5.77122, -3.77179], [-4.18830, -4.99327, -5.65899], [-4.13360, -3.32814, -4.99864], [-6.76951, -3.42768, -7.57057], [-5.24975, -4.30387, -7.68672], [-5.33180, -2.62371, -7.08918], [-3.23048, -4.26099, -2.93079], [-3.74809, -5.43021, -2.19183], [-1.38036, -6.80049, 9.38529], [-1.52528, -5.27310, 9.03649], [-3.01222, -4.82760, 8.84521], [-3.62747, -5.48044, 7.67569], [-3.29982, -4.81546, 6.48788], [-0.88755, -4.43723, 10.03295], [-1.78959, -6.85865, 10.39388], [-0.37600, -7.22224, 9.34692], [-1.98569, -7.41029, 8.71460], [-0.93055, -5.00205, 8.16418], [-2.95729, -3.74294, 8.75257], [-3.62087, -5.04310, 9.72339], [-2.23202, -4.93176, 6.30249], [-3.52165, -3.76318, 6.66563], [-3.82877, -5.07070, 5.56964], [0.11242, -4.57124, 10.07997], [-0.95461, -3.46084, 9.78337], [-0.56794, 1.29774, -2.26686], [-1.26352, 0.13328, -1.49644], [-0.30987, -0.78253, -0.74666], [-0.98235, -2.01172, -0.38674], [-0.29709, -2.77345, 0.61121], [-2.26681, 0.56981, -0.53872], [-1.27281, 1.84590, -2.89199], [0.20189, 1.02837, -2.98999], [-0.06891, 1.95657, -1.55623], [-1.73919, -0.50207, -2.24354], [-0.01697, -0.16217, 0.10037], [0.56761, -1.06387, -1.32889], [0.33434, -3.60942, 0.31028], [-1.04499, -3.12551, 1.32171], [0.27108, -2.07259, 1.22284], [-1.71832, 1.22695, -0.00260], [-2.41269, -0.22920, 0.06161], [6.62232, 2.70969, -6.72528], [5.64244, 1.82608, -5.99143], [5.57614, 2.06211, -4.48497], [6.77096, 1.83701, -3.85700], [6.74420, 2.00093, -2.39355], [4.30453, 1.97656, -6.64243], [7.62042, 2.46207, -6.36392], [6.48866, 3.78122, -6.57671], [6.57487, 2.51242, -7.79623], [5.95207, 0.80560, -6.21695], [4.80040, 1.48998, -3.97607], [5.36185, 3.11730, -4.31541], [6.62061, 3.04721, -2.11407], [7.69216, 1.84989, -1.87718], [5.92353, 1.45498, -1.92821], [4.40007, 1.97424, -7.64789], [3.93991, 2.89888, -6.45140]], "forces_ev_per_angstrom": [[0.35, -0.64, -0.66], [-1.59, 0.01, -0.14], [-1.65, -0.21, -0.02], [2.31, 0.14, 0.04], [0.10, -0.74, -0.87], [0.84, 0.24, 0.89], [0.42, 0.55, -0.25], [0.19, -0.05, 0.61], [-0.06, 0.05, -0.31], [0.22, 0.20, 0.17], [-0.05, 0.36, 0.08], [-0.25, 0.59, -0.11], [0.13, -0.84, 0.28], [-0.16, 0.26, -0.02], [-0.84, 0.30, 0.57], [-0.11, -0.19, 0.59], [0.13, -0.02, -0.85], [0.71, -0.30, -0.31], [-2.71, -0.57, -0.17], [0.51, 0.99, -0.79], [0.87, 0.11, 0.35], [0.25, 0.57, 0.51], [0.65, -0.73, 1.05], [-0.36, -0.30, -0.11], [0.11, 0.34, 0.33], [0.28, -0.07, 0.15], [-0.64, -0.10, 0.38], [-0.16, -0.16, 0.31], [0.18, 0.07, -0.29], [-0.49, -0.18, -0.01], [0.45, 0.08, -0.40], [-0.35, 0.30, -0.46], [-0.58, 0.06, -0.30], [1.29, -0.11, -0.26], [-1.08, -1.61, -0.25], [-1.63, 0.92, 1.26], [-0.69, -0.08, -0.87], [-1.24, 0.48, -0.31], [1.03, 0.16, 0.38], [2.01, 0.54, -0.60], [-0.13, 0.19, 0.16], [0.60, 0.13, 0.01], [-0.42, 0.91, 0.47], [0.13, 0.12, -0.07], [0.26, 0.06, -0.64], [0.11, -0.79, 0.28], [-0.16, -1.21, -0.01], [0.47, -0.11, -0.24], [0.08, 0.25, 0.15], [0.47, 0.02, 0.18], [0.22, 0.01, 0.09], [-0.67, -0.34, 0.55], [0.89, -0.05, 1.62], [0.89, -1.40, -1.07], [1.13, 0.29, -0.55], [-0.23, 0.13, 0.32], [-0.32, 0.73, -1.42], [-0.09, -0.50, 0.24], [-0.20, -0.04, -0.58], [0.06, 0.04, -0.02], [-0.72, 0.79, -0.09], [0.06, 0.30, 0.31], [-0.54, -0.61, -0.02], [-0.39, -0.03, 0.23], [0.25, -0.20, -0.10], [0.06, 0.19, 0.08], [-0.16, 0.60, 0.28], [-0.02, 0.11, 0.23], [0.93, 0.10, 0.10], [-0.22, -0.34, -1.26], [0.62, -0.15, -0.31], [-0.09, 0.71, 0.85], [0.58, -0.54, -0.17], [-0.21, -0.35, 0.20], [-0.02, 0.37, 0.08], [-0.23, -0.09, -0.20], [-0.64, -0.18, -0.12], [0.03, 0.19, 0.00], [0.04, 0.46, 0.29], [-0.04, -0.21, -0.12], [0.24, -0.02, 0.26], [-0.52, -0.24, 0.14], [-0.23, 0.18, -0.05], [-0.43, -0.23, 0.34], [0.17, 0.34, -0.02], [-1.10, -0.18, -0.04], [0.41, -2.12, -1.50], [-0.40, 0.62, 0.05], [-0.19, 1.30, -0.85], [0.25, 0.06, -1.65], [0.64, 1.04, 1.12], [-0.01, -0.21, 0.31], [-0.01, -0.05, 0.48], [0.12, 0.58, 0.04], [-0.15, 0.00, 0.22], [0.19, 0.27, 0.22], [0.41, -0.21, -0.28], [0.16, -0.72, 1.14], [0.08, -0.15, 0.57], [0.02, -0.16, 0.09], [-0.03, -0.16, 0.28], [-0.35, 0.08, -0.17], [-0.04, 0.43, 0.07], [-1.84, 0.17, -1.38], [-0.40, -1.04, 0.85], [-0.15, 0.11, -0.42], [-0.14, 0.61, 0.22], [2.56, 0.42, 1.24], [-0.58, -0.41, 0.07], [-0.06, -0.21, 0.28], [0.27, 0.20, -0.44], [-0.71, 0.15, -0.13], [0.35, 0.07, -0.14], [0.09, 0.36, -0.27], [-0.26, -0.35, 0.42], [0.19, -0.20, 0.15], [0.41, 0.08, -0.10], [0.80, 0.59, -0.56], [-0.47, -0.94, 0.16], [-0.73, 1.32, -0.14], [0.51, -0.82, -0.68], [0.92, -1.09, -0.94], [-0.04, 0.14, 1.52], [0.75, 1.14, 0.21], [-0.16, 0.51, 1.57], [0.13, -0.43, 0.11], [0.15, 0.45, 0.13], [-0.15, 0.17, -0.01], [-0.66, -0.72, -1.05], [-0.43, 0.21, -0.40], [0.04, -0.31, -0.12], [0.17, 0.16, -0.29], [0.20, 0.40, -0.36], [-0.39, -0.78, 0.52], [0.08, -0.54, 0.00], [-0.37, 0.20, -0.08], [-0.22, -0.37, 0.52], [0.33, -1.04, -1.53], [0.38, -0.49, -0.69], [0.39, 0.49, 0.07], [-0.59, 1.14, 0.96], [0.26, 0.74, -0.57], [-0.30, 0.17, 0.49], [0.07, -0.73, 0.24], [-0.16, 0.33, 0.04], [-0.25, -0.01, -0.16], [0.37, -0.49, 0.64], [0.23, 0.20, -0.11], [-0.07, 0.19, -0.63], [-0.20, -0.39, -0.25], [0.51, -0.10, -0.03], [-0.47, 0.48, 0.73], [-0.35, -0.11, 0.26], [1.05, 0.04, 0.46], [-0.74, 0.00, -1.27], [-1.15, 0.89, 0.02], [2.56, -0.89, 2.26], [-0.34, 0.98, -1.09], [-0.08, -0.17, 1.08], [0.26, 0.14, -0.18], [-0.30, 0.05, 0.15], [0.06, -0.06, 0.01], [-0.03, -0.23, 0.39], [-0.45, -0.26, -0.38], [-0.64, 0.49, -0.20], [-0.64, 0.45, -0.45], [0.20, -1.05, -0.81], [0.10, -0.34, -0.14], [0.25, -0.28, -0.10], [-0.11, 0.24, 0.27]], "mulliken_charge": [-1.43, 0.55, -0.63, -0.34, -0.78, -0.69, 0.32, 0.34, 0.33, 0.31, 0.35, 0.29, 0.29, 0.27, 0.34, 0.25, 0.23, -1.42, 0.43, -0.63, -0.32, -0.77, -0.77, 0.39, 0.38, 0.32, 0.29, 0.35, 0.33, 0.29, 0.32, 0.27, 0.26, 0.29, -1.48, 0.43, -0.62, -0.32, -0.77, -0.66, 0.33, 0.43, 0.33, 0.26, 0.40, 0.29, 0.27, 0.32, 0.31, 0.24, 0.25, -1.36, 0.39, -0.69, -0.30, -0.75, -0.75, 0.31, 0.34, 0.38, 0.33, 0.37, 0.29, 0.30, 0.33, 0.25, 0.29, 0.27, -1.35, 0.45, -0.66, -0.40, -0.72, -0.67, 0.40, 0.32, 0.31, 0.23, 0.42, 0.29, 0.25, 0.32, 0.28, 0.25, 0.28, -1.46, 0.59, -0.73, -0.33, -0.64, -0.71, 0.33, 0.35, 0.39, 0.18, 0.31, 0.41, 0.27, 0.24, 0.26, 0.24, 0.27, -1.38, 0.46, -0.67, -0.29, -0.75, -0.74, 0.38, 0.34, 0.29, 0.28, 0.37, 0.32, 0.26, 0.29, 0.32, 0.24, 0.27, -1.40, 0.58, -0.67, -0.33, -0.68, -0.77, 0.39, 0.35, 0.30, 0.26, 0.34, 0.32, 0.25, 0.29, 0.29, 0.26, 0.23, -1.38, 0.37, -0.72, -0.27, -0.76, -0.64, 0.33, 0.39, 0.30, 0.21, 0.36, 0.40, 0.28, 0.26, 0.32, 0.27, 0.29, -1.43, 0.55, -0.63, -0.32, -0.76, -0.72, 0.32, 0.31, 0.42, 0.20, 0.37, 0.28, 0.32, 0.29, 0.29, 0.26, 0.25]}